Record 1
CH4F3NO2SSi | the ωB97M-V functional and the def2-TZVPD basis

Geometry as XYZ:
```
13
Properties=species:S:1:pos:R:3:forces:R:3:lowdin_charge:R:1
C -4.737 0.903 0.425 0.1229 -0.3606 -0.6721 -0.052
N 0.787 1.535 -0.487 -1.6597 -2.6545 1.9569 -0.128
O -1.019 -0.025 0.349 1.0458 1.2819 0.0033 -0.518
O 0.604 1.164 1.951 1.1523 -0.8921 1.3283 -0.427
F -3.613 1.414 -0.019 -0.5758 -0.3159 0.0516 0.023
F -2.765 -1.785 0.539 -0.0334 -0.2833 0.0322 -0.204
F -5.133 0.073 -0.525 0.4258 0.6662 0.6089 0.034
Si -1.172 -1.629 0.403 -1.3196 -0.1742 -0.0952 0.440
S -0.279 1.332 0.851 -1.1440 1.3666 -1.6913 0.810
H 0.224 1.722 -1.266 -0.1505 0.8962 -1.5239 0.022
H 1.534 2.088 -0.185 1.1760 1.2910 -0.0945 0.024
H -0.884 -2.110 -0.937 0.4343 -0.4470 -0.0293 -0.013
H -0.645 -2.165 1.635 0.5259 -0.3743 0.1250 -0.011
```
Forces are in eV/Å.

The frontier orbital gap is 9.95 eV. The value obtained for the energy relative to the best compared isomer or geometry (same formula, charge and spin) is 0.00 kJ/mol. As for the LUMO energy: 0.2 eV. As for the largest force on an atom: 0.0718 hartree/bohr. The highest occupied orbital energy comes out at -9.8 eV. As for the total charge: 0.

Record 2
C4H3F | the ωB97M-V functional and the def2-TZVPD basis

Geometry as XYZ:
```
8
Properties=species:S:1:pos:R:3:forces:R:3:lowdin_charge:R:1
C 1.771 0.597 1.408 0.5921 -0.8207 -0.9626 0.095
C -1.807 -0.270 -0.172 -0.2882 -0.9112 -0.7100 -0.001
C -1.792 -0.452 -1.357 0.3212 0.8148 0.6278 0.005
C 1.885 0.346 0.232 -1.0800 0.3469 0.7352 -0.243
F 1.654 0.176 -1.013 0.4640 0.0817 -0.0874 0.114
H 1.880 0.417 2.445 0.0021 0.3872 0.3107 0.020
H -1.945 -0.473 0.841 0.0193 0.2895 1.0504 0.006
H -1.644 -0.340 -2.384 -0.0305 -0.1882 -0.9641 0.005
```
Forces are in eV/Å.

The frontier orbital gap is 11.38 eV. The value obtained for the energy relative to the best compared isomer or geometry (same formula, charge and spin) is 276.77 kJ/mol. As for the LUMO energy: 0.9 eV. As for the largest force on an atom: 0.0272 hartree/bohr. The highest occupied orbital energy comes out at -10.5 eV. As for the total charge: 0. The SMILES is C#CF.C#C.

Record 3
C3H3NO2S | the ωB97M-V functional and the def2-TZVPD basis

Geometry as XYZ:
```
10
Properties=species:S:1:pos:R:3:forces:R:3:lowdin_charge:R:1
C 1.157 -0.818 -0.187 -1.5776 -2.6745 -0.1413 -0.153
C -0.082 -1.356 0.073 0.8792 -0.2947 0.4473 -0.059
C -0.922 -0.161 0.093 -0.7720 -0.4692 -0.2201 -0.843
H -0.324 2.669 0.573 -0.1325 0.9916 0.5181 0.109
H 1.960 -1.434 -0.505 1.1416 0.0890 0.0594 0.122
H -0.328 -2.500 0.251 0.3342 3.0184 -0.7433 0.160
N -0.048 0.917 0.329 2.1580 0.0414 -1.0807 -0.118
O -0.168 2.175 -0.222 -0.9676 -1.2607 -0.1513 0.049
O 1.266 0.483 -0.228 -0.8856 0.4775 1.0325 0.048
S -2.513 0.024 -0.178 -0.1777 0.0811 0.2795 0.684
```
Forces are in eV/Å.

The frontier orbital gap is 8.58 eV. The value obtained for the energy relative to the best compared isomer or geometry (same formula, charge and spin) is 512.89 kJ/mol. As for the LUMO energy: -0.1 eV. As for the largest force on an atom: 0.0608 hartree/bohr. The highest occupied orbital energy comes out at -8.7 eV. As for the total charge: 0. The SMILES is On1occc1=S.

Record 4
C33H51FO30 | the ωB97M-V functional and the def2-TZVPD basis

Geometry as XYZ:
```
115
Properties=species:S:1:pos:R:3:forces:R:3:lowdin_charge:R:1
C 2.260 1.274 3.259 -0.2453 0.9683 0.6017 -0.104
C 1.412 2.562 3.291 0.1812 -0.5791 -0.1806 -0.094
O 1.308 2.887 1.905 -0.2037 0.0649 -0.0158 0.051
C 2.249 2.222 1.205 -0.4129 -0.2123 0.7773 -0.575
O 2.415 2.335 0.042 0.3235 0.1537 -0.8053 0.172
O 2.939 1.384 2.012 0.1069 -0.2341 -0.0288 0.054
H 1.622 0.392 3.295 0.1252 -0.1327 -0.2571 0.124
H 2.963 1.278 4.089 0.2226 -0.2463 -0.1806 0.132
H 1.877 3.411 3.791 0.0257 -0.1469 0.1586 0.135
H 0.435 2.330 3.712 -0.1134 0.3415 -0.1628 0.105
C -2.756 5.500 1.315 0.6491 -0.5210 0.1547 -0.094
C -3.050 6.703 2.212 0.0937 0.1899 -0.8612 -0.092
O -1.942 7.581 1.953 -0.0751 -0.2381 -0.0575 0.059
C -0.968 6.913 1.288 0.1759 0.0020 0.4632 -0.573
O 0.100 7.364 1.035 0.0013 0.0416 -0.1567 0.167
O -1.349 5.647 1.027 -0.4456 -0.0081 -0.1679 0.044
H -3.315 5.455 0.381 0.0360 0.3008 -0.0424 0.122
H -2.859 4.536 1.812 -0.1803 0.1410 0.1185 0.109
H -3.075 6.452 3.269 -0.1149 0.1010 0.0390 0.130
H -3.938 7.220 1.858 -0.1627 -0.0292 0.4545 0.131
C 4.951 -3.319 3.441 0.3532 0.4603 0.8365 -0.091
C 3.917 -2.669 2.547 0.4276 0.3531 -0.1821 -0.126
O 2.718 -3.364 2.897 0.0849 0.2830 -0.1909 0.046
C 2.850 -3.784 4.181 0.4517 0.1518 -0.7654 -0.593
O 1.946 -4.159 4.840 -0.6604 -0.3226 0.6850 0.163
O 4.130 -3.699 4.575 0.2011 -0.1523 -0.1125 0.066
H 5.691 -2.619 3.828 -0.0986 0.1296 -0.1309 0.131
H 5.497 -4.177 3.064 -0.4451 -0.1966 -0.2805 0.114
H 4.145 -2.694 1.487 -0.1970 -0.5643 -0.0831 0.103
H 3.807 -1.607 2.802 -0.1164 -0.0808 0.1600 0.124
C 4.071 -6.617 -1.626 0.2233 0.0333 0.0301 -0.111
C 3.634 -5.170 -1.556 -1.0751 -0.6804 -1.0019 -0.127
O 3.562 -4.938 -0.154 0.2774 -0.0517 0.2030 0.053
C 4.392 -5.835 0.454 0.2889 0.5109 -1.2165 -0.560
O 4.678 -5.859 1.595 -0.0911 0.1353 1.0523 0.183
O 4.922 -6.658 -0.472 0.0027 -0.7870 -0.2191 0.064
H 4.592 -6.864 -2.548 0.4099 0.0811 0.2254 0.132
H 3.284 -7.365 -1.503 -0.1926 0.2731 0.1258 0.134
H 2.646 -5.063 -2.006 -0.0100 0.2898 0.2304 0.134
H 4.333 -4.539 -2.106 0.1439 0.3091 0.5823 0.135
C 5.068 0.266 -1.677 0.2803 -0.6210 0.7953 -0.073
C 6.376 0.722 -1.002 0.0668 0.5785 -0.4570 -0.095
O 6.906 -0.440 -0.365 -0.2657 -0.1185 0.2507 0.067
C 6.056 -1.475 -0.523 -0.3525 0.2655 0.0471 -0.576
O 6.141 -2.527 0.034 0.2503 -0.0569 -0.0843 0.147
O 5.061 -1.153 -1.361 -0.1008 0.0906 -0.3436 0.039
H 4.968 0.403 -2.746 0.2258 -0.0548 -0.0557 0.112
H 4.204 0.687 -1.171 -0.0985 0.1888 -0.1124 0.104
H 6.162 1.506 -0.275 0.1423 -0.1970 0.2065 0.126
H 7.149 1.098 -1.671 -0.1685 -0.0587 -0.1908 0.128
C -1.555 -0.089 5.006 -0.4929 0.4339 0.6724 -0.108
C -2.645 0.297 6.029 1.1072 0.1895 -0.4357 -0.107
O -3.745 0.600 5.174 -0.1315 -0.0119 0.3967 0.065
C -3.526 0.087 3.942 0.4479 -0.3092 0.5439 -0.584
O -4.293 0.147 3.049 -0.5596 0.1099 -0.7023 0.175
O -2.318 -0.512 3.887 0.1706 -0.0466 -0.1205 0.060
H -0.881 -0.865 5.352 0.0015 -0.1174 -0.2005 0.138
H -1.019 0.833 4.764 0.2564 -0.2526 -0.3060 0.110
H -2.320 1.207 6.528 -0.3246 -0.0095 0.2573 0.126
H -2.839 -0.487 6.758 -0.4674 -0.0442 -0.1479 0.131
C 2.011 -0.977 -0.392 0.3658 0.2132 0.6691 -0.040
C 0.857 -1.670 0.290 -0.1785 -1.2827 -1.1384 -0.179
O 0.185 -0.794 1.178 0.3920 0.0638 0.8469 0.058
C -0.566 0.147 0.634 -0.4494 -0.4329 -0.1426 -0.592
O -0.864 0.243 -0.529 0.0664 0.2637 -0.1411 0.139
O -0.982 0.924 1.620 0.2795 0.7349 0.2914 -0.007
C -1.700 2.120 1.283 -0.8848 -0.8973 0.4289 -0.013
H 1.713 0.000 -0.773 0.0652 -0.1192 -0.2117 0.073
H 2.503 -1.575 -1.148 -0.2537 -0.2220 -0.3670 0.085
H 2.799 -0.823 0.352 -0.0834 0.2371 0.0195 0.073
H 1.193 -2.550 0.839 0.0381 0.3837 0.5020 0.125
H 0.116 -2.099 -0.395 0.0653 0.3561 -0.1226 0.116
H -1.643 2.718 2.189 0.3089 0.3335 -0.2380 0.086
H -2.753 1.843 1.172 0.0313 0.0697 -0.2425 0.104
H -1.341 2.596 0.379 0.2587 0.1129 0.0537 0.081
C -4.931 3.550 -3.715 -0.5597 -1.1985 0.6861 -0.057
C -4.616 3.819 -2.246 -0.5587 -0.3198 -0.4825 -0.217
O -3.440 4.606 -2.095 0.2125 0.5983 0.3574 0.020
C -2.261 4.004 -2.272 0.0262 -0.1631 0.0518 -0.613
O -2.125 2.841 -2.543 0.0280 -0.5163 -0.0154 0.124
O -1.284 4.874 -2.082 -0.1114 0.2314 0.5028 0.009
C 0.024 4.308 -1.823 -0.2371 -0.0408 -0.4620 0.006
H -5.989 3.280 -3.797 -0.0611 0.4939 -0.0409 0.080
H -4.460 2.606 -3.993 0.5349 0.4068 -0.3945 0.066
H -4.687 4.379 -4.368 0.0595 0.0286 -0.0831 0.085
H -4.548 2.874 -1.703 0.3552 0.0206 -0.0140 0.118
H -5.423 4.368 -1.765 0.2064 0.3680 -0.0599 0.120
H 0.340 3.765 -2.711 0.2315 0.0173 0.0849 0.098
H 0.011 3.632 -0.972 -0.1402 -0.0239 0.0247 0.074
H 0.661 5.154 -1.596 0.0414 0.0343 -0.0987 0.102
C -6.243 -5.344 -3.069 -0.4473 -0.4484 -0.5627 -0.070
C -5.733 -3.946 -2.835 0.0743 -0.1394 0.6447 -0.208
O -4.410 -4.053 -2.264 0.0486 -0.2843 -0.4935 0.040
C -3.630 -2.978 -2.181 0.1588 -0.1570 0.7466 -0.604
O -2.469 -3.064 -1.892 0.1749 0.2377 -0.1407 0.139
O -4.317 -1.851 -2.343 -0.5418 0.1030 -0.5855 -0.009
C -3.601 -0.624 -2.385 0.6455 0.1057 0.2577 -0.009
H -7.331 -5.348 -3.172 0.0279 0.2230 0.0237 0.078
H -6.020 -6.064 -2.284 0.2408 0.2621 0.1773 0.082
H -5.867 -5.741 -4.014 0.1807 -0.0546 0.1326 0.078
H -6.345 -3.416 -2.105 -0.1048 0.1166 -0.2138 0.125
H -5.683 -3.401 -3.776 -0.0583 0.1732 0.0974 0.126
H -2.811 -0.637 -3.133 -0.1454 -0.2196 -0.1372 0.079
H -3.118 -0.434 -1.426 -0.1600 0.1257 0.0180 0.092
H -4.319 0.145 -2.647 -0.0944 0.0166 0.1430 0.091
C -0.285 0.288 -3.594 -0.6433 -0.5662 1.0387 -0.068
C -0.113 -1.193 -3.318 0.0324 0.1096 -1.3679 -0.286
O 1.210 -1.401 -3.827 0.3453 -0.1090 0.5681 0.126
C 1.897 -0.237 -3.716 -0.2720 0.0875 -0.5301 -0.549
O 3.056 -0.104 -3.966 -0.4176 -0.0412 0.3705 0.158
O 1.044 0.752 -3.346 0.3068 0.2958 -0.6391 0.070
F -0.944 -1.923 -4.124 0.1144 0.0429 0.4032 0.058
H -0.984 0.771 -2.920 0.2280 0.1755 0.1338 0.090
H -0.651 0.396 -4.618 0.5413 0.2604 -0.1553 0.151
H -0.180 -1.509 -2.284 -0.2364 -0.1568 -0.0053 0.130
```
Forces are in eV/Å.

The frontier orbital gap is 10.53 eV. As for the LUMO energy: 0.0 eV. As for the largest force on an atom: 0.0335 hartree/bohr. The highest occupied orbital energy comes out at -10.6 eV. As for the total charge: 0. The SMILES is O=C1OC[C@@H](F)O1.CCOC(=O)OC.CCOC(=O)OC.CCOC(=O)OC.O=C1OCCO1.O=C1OCCO1.O=C1OCCO1.O=C1OCCO1.O=C1OCCO1.O=C1OCCO1.

What did the third record say?
C3H3NO2S | the ωB97M-V functional and the def2-TZVPD basis

Geometry as XYZ:
```
10
Properties=species:S:1:pos:R:3:forces:R:3:lowdin_charge:R:1
C 1.157 -0.818 -0.187 -1.5776 -2.6745 -0.1413 -0.153
C -0.082 -1.356 0.073 0.8792 -0.2947 0.4473 -0.059
C -0.922 -0.161 0.093 -0.7720 -0.4692 -0.2201 -0.843
H -0.324 2.669 0.573 -0.1325 0.9916 0.5181 0.109
H 1.960 -1.434 -0.505 1.1416 0.0890 0.0594 0.122
H -0.328 -2.500 0.251 0.3342 3.0184 -0.7433 0.160
N -0.048 0.917 0.329 2.1580 0.0414 -1.0807 -0.118
O -0.168 2.175 -0.222 -0.9676 -1.2607 -0.1513 0.049
O 1.266 0.483 -0.228 -0.8856 0.4775 1.0325 0.048
S -2.513 0.024 -0.178 -0.1777 0.0811 0.2795 0.684
```
Forces are in eV/Å.

The frontier orbital gap is 8.58 eV. The value obtained for the energy relative to the best compared isomer or geometry (same formula, charge and spin) is 512.89 kJ/mol. As for the LUMO energy: -0.1 eV. As for the largest force on an atom: 0.0608 hartree/bohr. The highest occupied orbital energy comes out at -8.7 eV. As for the total charge: 0. The SMILES is On1occc1=S.

Q: Look up the total charge of the second one.
A: 0

Q: What is the total charge in the fourth record?
A: 0

Q: highest occupied orbital energy of number 2 (C4H3F)?
A: -10.5 eV